9
Properties=species:S:1:pos:R:3 method="wB97M-V/def2-TZVPD" de_lowest_kcal_mol=33.0 energy_ha=-296.4733 orbital_gap_ev="8.0982 / 7.6961" e_lumo_ev="0.43 / -0.07"
H -1.148 -0.649 0.890
H -0.808 -1.908 -0.081
H -0.492 1.839 -0.750
O 2.354 0.269 0.276
N -1.062 -0.927 -0.072
N 1.800 -0.705 -0.076
H -0.488 1.161 0.747
N -0.082 -0.190 -0.706
N -0.075 1.111 -0.228

=====

37
Properties=species:S:1:pos:R:3 method="wB97M-V/def2-TZVPD" energy_ha=-995.5515 orbital_gap_ev=8.2268 e_lumo_ev=0.49
H 2.302 1.259 -1.170
H 0.598 -2.395 3.713
C 0.841 2.128 1.580
C -3.441 -1.483 0.760
H -0.439 0.533 3.354
H -0.087 1.710 -2.689
O -0.056 -3.267 -4.504
C -1.265 -0.769 0.020
C 0.059 1.499 -1.523
H 3.295 0.307 0.521
H -4.226 -0.623 0.966
C 2.327 -1.560 2.016
C 1.548 2.916 0.330
H -0.326 2.086 1.449
H -0.825 -1.628 0.697
N 1.337 0.723 1.827
H 1.055 2.786 2.552
H 3.057 -2.480 1.802
C 2.495 -0.079 1.282
N -2.663 -1.079 -0.504
H 1.825 2.911 -1.943
H -2.764 -1.562 1.715
C 0.154 -2.632 -3.336
H -1.367 0.249 0.634
P 0.023 -0.444 -1.384
C 1.029 -1.542 3.033
H -0.857 2.009 -0.995
H 0.913 3.915 0.171
H -3.973 -2.500 0.527
C 0.470 -0.012 2.847
C -0.648 -1.215 -3.016
C 1.515 2.128 -1.106
H -3.095 -0.177 -0.854
H -1.808 -1.451 -2.974
H -0.482 -0.515 -3.957
H 0.848 -3.032 -2.467
H 2.628 3.284 0.628

=====

16
Properties=species:S:1:pos:R:3 method="wB97M-V/def2-TZVPD" charge=-1 de_lowest_kcal_mol=4.3 energy_ha=-375.9041 orbital_gap_ev=8.1217 e_lumo_ev=4.37
H 1.246 -1.034 -0.582
H 2.562 0.290 1.439
O 0.556 -0.101 1.446
H -2.200 -1.356 -0.811
H -0.125 0.894 0.600
H 2.066 -1.288 2.081
C -1.624 0.544 -0.849
C 1.844 -0.533 1.297
H -2.784 1.887 -1.537
N 2.065 -1.197 -0.008
H 2.894 -0.895 -0.493
N -2.599 0.894 -1.635
N -0.745 1.359 -0.201
N -1.373 -0.811 -0.659
H -0.820 -0.986 0.188
H -0.964 2.334 -0.275

=====

16
Properties=species:S:1:pos:R:3 method="wB97M-V/def2-TZVPD" de_lowest_kcal_mol=148.5 energy_ha=-746.6283 orbital_gap_ev=8.6472 e_lumo_ev=0.53
H -1.299 1.723 -0.536
O 1.615 1.438 0.075
H 0.541 -1.309 -1.672
H -2.968 0.034 -0.246
O -0.189 -1.710 0.973
O 2.131 -0.544 1.132
Si -1.685 0.549 0.238
H 1.450 -1.168 1.474
H -0.019 -2.567 0.549
H 1.763 1.721 0.986
C -0.339 -0.753 -0.040
H 2.387 0.370 -1.705
O -0.364 -1.312 -1.302
H -1.750 0.810 1.675
O 2.140 -0.393 -1.172
C 1.634 0.064 0.026

=====

10
Properties=species:S:1:pos:R:3 method="wB97M-V/def2-TZVPD" de_lowest_kcal_mol=49.9 energy_ha=-487.0453 orbital_gap_ev=11.4176 e_lumo_ev=1.02
C -0.032 0.271 0.297
N -1.071 0.421 -0.681
F -2.671 0.211 1.041
C -2.357 0.717 -0.148
F -3.318 0.381 -0.939
H 0.236 -1.189 -1.167
H -0.458 0.154 1.389
N -0.460 -0.871 -0.431
F -2.409 2.038 -0.095
H 0.775 0.962 0.048

=====

26
Properties=species:S:1:pos:R:3 method="wB97M-V/def2-TZVPD" charge=+1 de_lowest_kcal_mol=10.3 energy_ha=-701.7622 orbital_gap_ev="8.2823 / 8.2813" e_lumo_ev="-5.17 / -5.17"
C 2.013 0.891 -0.667
H -1.628 -2.675 -1.733
H 0.664 -1.023 -2.047
H 3.240 1.887 0.733
C -0.036 -0.427 -1.479
C -0.627 2.262 3.116
O -0.213 1.555 -0.198
O 0.380 2.237 2.561
N 1.500 -0.727 1.725
H 2.164 0.665 1.373
H 2.514 -0.071 -0.776
C -1.543 -1.818 0.239
H -3.122 -1.843 -1.260
H -1.731 -2.793 0.701
C -2.037 -1.814 -1.205
H 2.342 1.558 -1.470
H 1.580 2.172 0.886
H -2.007 0.349 -1.396
N 2.310 1.472 0.657
C 0.483 0.749 -0.769
C 0.653 -1.157 1.060
H -1.615 -0.538 -2.892
O -1.629 2.269 3.656
C -1.479 -0.512 -1.810
N -0.133 -1.633 0.169
H -2.043 -1.037 0.827

=====

21
Properties=species:S:1:pos:R:3 method="wB97M-V/def2-TZVPD" de_lowest_kcal_mol=92.8 energy_ha=-274.9684 orbital_gap_ev=9.5385 e_lumo_ev=1.07
C -1.546 0.111 1.331
H -1.446 1.199 1.468
H -2.591 -0.070 1.041
C -0.034 -1.812 0.321
H 2.174 0.666 -0.390
C 0.853 -0.640 0.785
H -1.394 -0.356 2.309
C -0.613 1.728 -1.149
H 1.141 -0.513 1.816
H -0.084 -0.274 -1.793
H -0.660 2.094 -2.179
H 0.354 2.031 -0.730
C 2.222 -0.389 -0.154
H 1.085 -1.677 -0.134
H 2.384 -0.910 -1.137
H -1.393 2.244 -0.580
H -0.442 -2.550 1.032
H -1.786 -0.061 -1.460
C -0.561 -0.408 0.271
H 3.119 -0.623 0.436
C -0.781 0.211 -1.102

=====

Copy entry 4 word for word.
16
Properties=species:S:1:pos:R:3 method="wB97M-V/def2-TZVPD" de_lowest_kcal_mol=148.5 energy_ha=-746.6283 orbital_gap_ev=8.6472 e_lumo_ev=0.53
H -1.299 1.723 -0.536
O 1.615 1.438 0.075
H 0.541 -1.309 -1.672
H -2.968 0.034 -0.246
O -0.189 -1.710 0.973
O 2.131 -0.544 1.132
Si -1.685 0.549 0.238
H 1.450 -1.168 1.474
H -0.019 -2.567 0.549
H 1.763 1.721 0.986
C -0.339 -0.753 -0.040
H 2.387 0.370 -1.705
O -0.364 -1.312 -1.302
H -1.750 0.810 1.675
O 2.140 -0.393 -1.172
C 1.634 0.064 0.026